1.
A structure of composition C10H14O5PtS in a non-equilibrium geometry, computed with ωB97M-V with the def2-TZVPD basis set.

Last column: Löwdin charge in e.
CARTESIAN COORDINATES (ANGSTROEM)
Pt (-0.021, -0.157, -0.357)  1.4430
S (1.505, -0.253, -2.045)  0.8706
O (-3.337, -1.097, -2.163)  0.2618
O (-1.383, -0.158, -1.693)  -0.1999
O (-0.439, -1.869, 0.315)  -0.1807
O (-1.265, 0.640, 1.078)  -0.2161
O (-2.061, -3.374, 0.275)  0.2752
C (-2.690, -1.194, 1.159)  -0.0744
C (-2.759, 0.658, 2.880)  -0.0500
C (-2.566, 1.142, 0.533)  -0.1913
C (-2.708, -0.541, -1.331)  -0.4312
C (-1.875, -0.290, 2.092)  -0.1764
C (-1.820, -2.258, 0.556)  -0.4209
C (0.890, -1.398, -3.303)  -0.2521
C (-3.201, -0.172, 0.073)  -0.0641
C (-3.244, 1.658, 1.794)  -0.0506
C (2.942, -1.112, -1.374)  -0.2757
H (3.664, -1.173, -2.189)  0.0819
H (-2.906, 2.667, 2.008)  0.1372
H (1.636, -1.428, -4.096)  0.0830
H (-4.325, 1.683, 1.672)  0.1442
H (-2.184, 1.162, 3.651)  0.1380
H (2.653, -2.107, -1.040)  0.0743
H (3.359, -0.510, -0.568)  0.0677
H (-3.500, -1.715, 1.662)  0.1885
H (-0.044, -0.990, -3.679)  0.0598
H (-1.095, -0.788, 2.655)  0.1748
H (-4.283, -0.126, 0.005)  0.1847
H (0.755, -2.375, -2.845)  0.0801
H (-2.388, 1.881, -0.239)  0.1741
H (-3.570, 0.117, 3.363)  0.1445

The total energy is -34895.1509 eV. The value obtained for the HOMO energy is -18.1 eV. The value obtained for the orbital gap is 7.16 eV. The charge is +2.

---

2.
A structure of composition C10H14O5Sc in a non-equilibrium geometry, computed with ωB97M-V with the def2-TZVPD basis set.

Last column: Löwdin charge in e.
CARTESIAN COORDINATES (ANGSTROEM)
Sc (-1.073, 0.113, -0.512)  0.5823
O (-3.066, -1.460, 1.378)  0.3083
O (-3.720, 0.664, -2.183)  0.3272
O (-1.684, 2.674, 1.130)  0.2697
O (0.427, -0.451, 0.833)  -0.3142
O (-0.699, -2.503, -2.141)  0.2693
C (-2.388, -0.896, 0.689)  -0.0542
C (-0.334, 0.095, 3.119)  -0.0213
C (2.245, 2.618, -3.369)  0.1878
C (1.261, 2.901, -4.114)  0.1913
C (0.343, -2.886, 1.204)  -0.0180
C (-0.874, -1.522, -1.546)  -0.0482
C (1.153, -1.726, 0.668)  -0.1718
C (-2.781, 0.469, -1.591)  0.0114
C (0.706, 0.342, 2.050)  -0.1688
C (-1.491, 1.719, 0.502)  -0.0491
H (0.713, 3.884, -4.065)  0.1582
H (1.692, 0.063, 2.390)  0.1419
H (2.655, 3.324, -2.594)  0.1565
H (-0.051, 0.702, 3.980)  0.1198
H (-0.614, -3.003, 0.694)  0.0663
H (1.010, 2.327, -5.049)  0.1580
H (0.749, 1.364, 1.724)  0.1097
H (2.952, 1.767, -3.578)  0.1564
H (0.161, -2.792, 2.284)  0.1013
H (-1.337, 0.386, 2.813)  0.0624
H (0.933, -3.787, 1.041)  0.1185
H (-0.352, -0.957, 3.441)  0.1013
H (2.096, -1.624, 1.183)  0.1415
H (1.367, -1.806, -0.381)  0.1067

The total energy is -41497.0729 eV. The value obtained for the HOMO energy (spin up / spin down) is -21.2 / -19.4 eV. The value obtained for the orbital gap (spin up / spin down) is 8.14 / 3.29 eV. As for the relative energy (zero: lowest compared OMol25 entry of this formula, charge and spin): 30.4 kcal per mole. The charge is +3.

---

3.
A cluster of 2 separate species, C10H14Si in total in a non-equilibrium geometry, computed with ωB97M-V with the def2-TZVPD basis set.

Last column: Löwdin charge in e.
CARTESIAN COORDINATES (ANGSTROEM)
Si (-1.651, 0.063, 0.000)  0.5336
C (2.426, 1.288, -0.250)  -0.0238
C (2.364, -1.497, 0.616)  -0.0222
C (0.079, 0.114, 0.733)  -0.1939
C (3.523, -0.877, 0.114)  -0.0755
C (-1.324, -0.438, -1.820)  -0.1732
C (1.312, 0.662, 0.214)  -0.1903
C (-2.745, -1.232, 0.860)  -0.1789
C (1.278, -0.675, 0.623)  -0.1869
C (-2.381, 1.819, 0.055)  -0.1784
C (3.554, 0.446, -0.301)  -0.0743
H (-2.235, -0.468, -2.410)  0.0229
H (-3.428, 1.826, -0.240)  0.0241
H (0.043, 0.685, 2.608)  0.1416
H (-3.755, -1.215, 0.459)  0.0246
H (2.371, -2.515, 0.973)  0.1019
H (4.432, -1.460, 0.063)  0.0994
H (2.479, 2.328, -0.538)  0.1030
H (4.486, 0.853, -0.667)  0.0996
H (-1.846, 2.485, -0.616)  0.0251
H (-2.355, -2.237, 0.721)  0.0251
H (-0.856, -1.416, -1.885)  0.0266
H (-2.316, 2.239, 1.055)  0.0213
H (-2.807, -1.047, 1.927)  0.0222
H (-0.648, 0.270, -2.294)  0.0264

The total energy is -18470.1512 eV. The value obtained for the HOMO energy (spin up / spin down) is -7.7 / -7.7 eV. The value obtained for the orbital gap (spin up / spin down) is 7.45 / 7.45 eV. As for the relative energy (zero: lowest compared OMol25 entry of this formula, charge and spin): 125.9 kcal per mole.

---

4.
A structure of composition C10H15BBi2ClO2 in a non-equilibrium geometry, computed with ωB97M-V with the def2-TZVPD basis set.

Last column: Löwdin charge in e.
CARTESIAN COORDINATES (ANGSTROEM)
Bi (0.615, 1.620, -0.418)  1.1206
Bi (0.395, -0.617, -2.734)  1.0209
Cl (0.972, 2.248, -2.898)  -0.3823
O (0.114, 0.942, 2.222)  0.0014
O (-0.294, -1.274, 2.750)  0.1823
C (0.068, 1.818, 4.532)  -0.0036
C (-0.139, 0.853, 3.570)  -0.1938
C (-1.007, -0.099, -4.450)  -0.4468
C (-0.252, 0.069, 6.194)  -0.1045
C (0.228, -0.700, 0.202)  -0.4376
C (-0.450, -0.907, 5.204)  -0.0057
C (0.008, 1.402, 5.868)  -0.1036
C (-1.604, 1.896, -0.627)  -0.3883
C (-0.387, -0.498, 3.886)  -0.1876
C (2.331, -0.806, -3.910)  -0.4413
B (0.007, -0.390, 1.705)  -0.6908
H (-0.669, -1.122, -0.270)  -0.0207
H (-2.028, 1.278, -1.426)  -0.0185
H (2.760, 0.187, -4.086)  -0.0541
H (-2.012, -0.404, -4.130)  -0.0484
H (-0.640, -1.951, 5.447)  0.1158
H (2.999, -1.428, -3.299)  -0.0470
H (-0.303, -0.221, 7.245)  0.0954
H (-2.067, 1.656, 0.339)  -0.0166
H (0.276, 2.844, 4.233)  0.1198
H (-1.741, 2.958, -0.868)  -0.0235
H (0.171, 2.143, 6.651)  0.0961
H (2.090, -1.311, -4.854)  -0.0421
H (-0.680, -0.692, -5.314)  -0.0424
H (-0.965, 0.974, -4.668)  -0.0576
H (1.143, -1.268, 0.003)  0.0043

The total energy is -39587.4820 eV. The value obtained for the HOMO energy (spin up / spin down) is -1.5 / -1.4 eV. The value obtained for the orbital gap (spin up / spin down) is 4.12 / 4.10 eV. As for the relative energy (zero: lowest compared OMol25 entry of this formula, charge and spin): 1.7 kcal per mole. The charge is -1.

---

5.
A cluster of 2 separate species, C10H15BClN2O2S in total in a non-equilibrium geometry, computed with ωB97M-V with the def2-TZVPD basis set.

Last column: Löwdin charge in e.
CARTESIAN COORDINATES (ANGSTROEM)
Cl (1.196, -2.711, -0.981)  0.7191
S (-1.333, 0.349, -0.617)  1.1415
O (0.508, -1.396, -3.234)  0.0171
O (-0.981, 3.043, -1.396)  0.0634
N (1.459, 0.020, 4.025)  0.0572
N (-4.223, 1.639, -2.723)  0.1135
C (0.141, -1.708, -2.067)  -0.7088
C (-3.140, 0.893, -0.482)  -0.2694
C (2.107, -1.315, 2.130)  -0.0975
C (-3.881, 0.686, -1.883)  -0.2654
C (2.597, -0.362, 4.628)  -0.1383
C (-1.317, -1.206, -1.630)  -0.2991
C (3.531, -1.207, 4.049)  -0.0619
C (1.099, 1.548, -2.165)  -0.0366
C (3.276, -1.692, 2.775)  -0.0718
C (1.239, -0.462, 2.792)  -0.1667
B (-0.346, 1.743, -1.461)  -0.5269
H (1.739, 2.499, -2.004)  0.1055
H (0.312, -0.136, 2.328)  0.0798
H (-3.611, 0.138, 0.260)  0.1184
H (1.057, 1.271, -3.276)  0.1014
H (-1.950, -1.166, -2.586)  0.1196
H (2.749, 0.041, 5.624)  0.1084
H (-3.225, 1.966, -0.059)  0.1365
H (4.434, -1.480, 4.582)  0.1080
H (-4.678, 1.128, -3.515)  0.0765
H (1.874, -1.674, 1.135)  0.0024
H (-4.114, -0.413, -2.177)  0.1284
H (3.982, -2.357, 2.289)  0.1094
H (-0.324, 3.685, -1.761)  0.1258
H (1.619, 0.665, -1.624)  0.0810
H (-1.798, -2.029, -0.971)  0.1293

The total energy is -41714.3881 eV. The value obtained for the HOMO energy is -12.1 eV. The value obtained for the orbital gap is 7.53 eV. The charge is +1.

---

6.
A cluster of 2 separate species, C10H15BrClNO3 in total, computed with ωB97M-V with the def2-TZVPD basis set.

Last column: Löwdin charge in e.
CARTESIAN COORDINATES (ANGSTROEM)
Br (0.782, 4.412, 1.754)  0.7745
Cl (1.575, 0.963, -2.232)  0.7061
O (0.332, -5.678, 2.273)  -0.2903
O (0.458, -3.167, -1.118)  0.0711
O (-1.150, 5.671, 0.298)  0.0707
N (-1.404, 1.320, -1.259)  0.1112
C (1.255, -1.045, -0.441)  -0.1474
C (0.579, 0.255, -0.840)  -0.6726
C (-0.793, 0.166, -1.417)  -0.0208
C (-0.402, 0.732, 1.469)  -0.0191
C (-1.469, 3.305, 0.221)  -0.1279
C (-0.781, 4.591, 0.608)  -0.7813
C (-0.578, 2.309, -0.533)  -0.2799
C (1.026, -2.156, -1.443)  -0.2688
C (0.342, 1.341, 0.253)  -0.2895
C (0.832, -5.660, 1.041)  -0.4334
H (0.917, -1.397, 0.532)  0.1203
H (-1.266, -0.683, -1.902)  0.1561
H (0.225, -6.181, 0.259)  0.0536
H (-0.010, 1.158, 2.396)  0.0897
H (1.290, 1.774, 0.570)  0.1138
H (-1.473, 0.945, 1.446)  0.0801
H (0.924, -4.620, 0.612)  0.0380
H (0.003, 2.882, -1.264)  0.1357
H (-2.327, 1.546, -1.597)  0.1714
H (2.337, -0.872, -0.372)  0.1315
H (-1.891, 2.871, 1.131)  0.1205
H (-2.296, 3.625, -0.423)  0.1336
H (1.386, -2.001, -2.477)  0.1223
H (-0.298, -0.349, 1.524)  0.0793
H (1.874, -6.055, 0.929)  0.0513

The total energy is -100804.4057 eV. The value obtained for the HOMO energy is -5.0 eV. The value obtained for the orbital gap is 2.13 eV.